Here is a molecular structure, C19H26BrN6O2S2V in a non-equilibrium geometry from OMol25. Energies are from ωB97M-V/def2-TZVPD.

Geometry as XYZ:
```
57
Properties=species:S:1:pos:R:3:nbo_charge:R:1
V -0.001 0.134 0.552 1.8921
C 3.191 0.467 0.687 -0.3970
N 1.821 0.941 1.300 -0.5142
C 1.964 0.836 2.760 -0.4546
C 1.755 2.341 0.893 -0.2249
C 0.501 2.935 1.391 -0.2608
N -0.604 2.231 0.802 -0.4946
C -0.893 2.974 -0.531 -0.3911
C -1.785 2.400 1.636 -0.4242
H 3.935 0.967 1.408 0.2501
H 3.230 0.883 -0.334 0.2296
H 3.250 -0.644 0.599 0.2323
H 2.726 1.532 3.149 0.2473
H 2.386 -0.167 3.023 0.2468
H 1.048 1.005 3.309 0.2276
H 1.724 2.333 -0.188 0.2194
H 2.671 2.826 1.268 0.2531
H 0.514 4.008 1.166 0.2584
H 0.442 2.816 2.471 0.2319
H -1.118 3.961 -0.280 0.2340
H -1.795 2.508 -1.022 0.2201
H -0.005 2.915 -1.176 0.2299
H -1.798 3.452 2.154 0.2545
H -1.842 1.659 2.389 0.2169
H -2.675 2.401 0.999 0.2333
N -2.526 0.212 -2.215 -0.7426
C -2.882 -0.034 -0.928 0.2638
N -2.009 -0.100 0.172 -0.6406
C -2.642 -0.611 1.257 0.0565
C -3.982 -0.704 1.099 -0.3785
S -4.489 -0.310 -0.486 0.6135
C -1.857 -1.293 2.279 0.1919
C -2.046 -2.029 3.402 -0.4056
S -0.592 -2.822 3.861 0.6206
C 0.300 -2.053 2.647 0.2774
N -0.487 -1.112 1.950 -0.6799
N 1.523 -2.287 2.246 -0.7247
H -1.599 0.601 -2.472 0.4475
H -3.278 0.330 -2.866 0.4366
H -4.697 -0.991 1.896 0.2939
H -2.978 -2.297 3.831 0.2925
H 2.031 -2.932 2.838 0.4410
H 1.734 -2.216 1.310 0.4329
Br -0.548 -3.818 -1.491 0.1218
C 0.383 -2.873 -2.891 0.0359
C 0.646 -3.525 -4.062 -0.2636
C 1.050 -2.767 -5.119 -0.0719
C 1.366 -1.395 -5.087 -0.2010
C 1.267 -0.796 -3.866 -0.1296
C 0.807 -1.549 -2.709 -0.2369
C 0.654 -0.902 -1.450 0.8223
O 0.927 -1.284 -0.266 -0.6959
O 0.223 0.329 -1.381 -0.7274
H 0.434 -4.521 -4.230 0.2641
H 1.229 -3.303 -6.131 0.2675
H 1.786 -0.921 -5.935 0.2639
H 1.613 0.256 -3.629 0.2390
```

Calculated values
gap between HOMO and LUMO (spin up / spin down)	5.33 / 6.13	eV
electronic energy	-5532.08102	a.u.
net charge	+3
spin multiplicity	2